Entry 1:
Molecular formula: C24H67N5O9
Method: DFT, ωB97M-V with the def2-TZVPD basis set

Structure (XYZ):
```
105
Properties=species:S:1:pos:R:3:forces:R:3:mulliken_charge:R:1
C 5.440368 0.297397 4.817732 -0.6 0.7 0.9 -0.728
H 5.063938 3.832117 -5.970738 0.1 0.2 0.2 0.434
H 3.604508 -1.554543 -5.491878 -0.2 0.4 -0.4 0.314
H 7.258118 2.360897 5.163342 0.1 0.1 0.3 0.288
H 7.699028 0.800317 3.537732 0.1 -0.1 0.1 0.363
H -2.721412 -3.052383 -1.800718 0.2 -0.3 0.5 0.306
H -7.142982 1.085377 5.690532 -0.8 0.5 0.2 0.285
H -1.243652 -3.261153 -5.193268 -0.3 0.1 -0.2 0.363
H 4.894718 2.022127 3.504822 -0.2 -0.3 0.2 0.172
C 3.096888 0.485257 4.831942 1.0 -0.8 0.2 -0.547
H -4.888722 -6.804983 1.462562 0.1 0.0 0.6 0.313
H 2.767028 5.191507 3.684522 -0.2 -0.7 0.9 0.380
H 5.189208 3.921297 -3.567848 0.2 0.2 0.2 0.267
C 2.337398 3.751207 0.594312 0.4 1.3 -0.4 -0.899
H 4.628078 5.190077 1.523512 0.0 -0.4 0.3 0.320
H 3.497028 0.924017 -3.316598 1.2 -0.7 0.6 0.419
H -5.988962 0.608447 4.882152 1.0 0.1 -0.5 0.254
H -0.345252 -4.136273 -2.734568 -0.4 0.1 -0.1 0.223
H -3.108862 -3.644503 -9.201518 0.4 -0.7 -0.4 0.268
N 3.407658 5.915857 3.976102 -0.9 0.0 -0.3 -0.770
H -0.876612 -1.291213 -3.497518 0.3 -0.2 0.0 0.246
C 3.784118 1.044027 -4.361248 -2.1 0.7 -0.8 -0.849
H 5.659858 2.204877 -6.076548 -0.3 -0.2 -0.5 0.321
H 5.935268 2.493707 -3.435018 0.0 -0.3 -0.3 0.218
H -1.301152 -1.109263 1.173222 1.2 -0.2 -0.8 0.260
C -1.894922 -1.574383 0.386322 -1.5 0.6 -0.9 -0.781
O -1.438682 -1.550613 -0.972688 1.1 -0.4 1.1 -0.265
H -2.409492 -1.979013 5.465032 -0.2 1.0 -0.7 0.251
H 2.102438 4.248357 -0.346838 -0.2 0.8 0.0 0.336
H -7.881892 -7.778163 0.526092 0.9 -0.6 0.0 0.294
O 4.684068 0.214217 -5.036968 0.7 -0.6 1.4 -0.280
H -2.756602 -2.281083 -4.900628 0.6 0.7 -0.3 0.397
C -7.647652 -6.787513 0.136402 -1.2 -1.2 0.2 -0.574
C 3.621918 5.609227 1.531142 -1.6 2.3 0.3 -0.520
C -4.127352 -3.422953 -11.255518 2.0 -0.1 2.0 -0.349
O 4.288988 0.425337 5.662282 -0.6 0.1 -0.7 -0.389
H -5.848602 1.843987 8.850822 0.0 -1.1 0.2 0.348
H -3.093132 -3.359983 -11.593958 0.3 -0.1 0.1 0.249
H -3.751422 -2.362613 6.435932 0.2 -0.3 0.7 0.306
H 4.446968 -1.736313 -4.027888 0.0 0.9 0.8 0.328
H -2.741852 -0.888353 0.399642 -0.8 -0.4 0.2 0.316
H 4.768218 8.064507 1.896532 0.5 0.3 0.0 0.341
C -3.041542 -1.557423 6.246622 -1.8 0.8 0.4 -0.695
H -4.584642 1.897687 6.545302 0.1 0.2 0.7 0.277
C 5.734818 1.584037 4.043722 2.7 0.4 -1.0 0.671
H 1.485038 3.080277 0.701212 0.2 0.1 1.0 0.326
C 4.487638 -1.187643 -4.968848 0.7 -0.4 -0.6 -0.853
C 3.443738 6.680837 2.730822 1.1 -1.2 0.3 0.112
H 3.225428 3.204177 0.277692 0.3 -0.3 0.8 0.343
H 2.186448 0.311887 5.405632 0.3 0.4 0.4 0.269
O -3.903232 -0.388163 5.932282 1.3 -0.5 0.1 -0.319
C 4.646518 7.576527 2.863582 -0.2 0.0 -1.2 -1.330
H 4.314598 5.482577 4.075252 0.2 -0.3 0.2 0.269
H -3.093222 -1.377123 -2.126638 -0.1 0.1 -0.7 0.408
H -2.395792 -1.292673 7.083882 -0.2 -0.3 0.2 0.259
N -6.209672 1.400927 5.468132 -0.9 -0.4 0.2 -0.735
C 4.163068 2.519837 -4.543628 0.4 -0.5 -0.8 0.470
H -4.634502 -0.372373 7.914942 0.0 -0.1 0.1 0.460
C -1.226552 -2.286573 -3.223808 -2.8 -1.2 0.1 0.453
C -5.470282 1.293057 6.740662 0.1 0.1 -0.7 0.401
H -2.663852 -3.756443 -4.220098 0.6 -0.6 0.5 0.353
O -8.173812 -6.736283 -1.172068 -0.2 0.3 -0.1 -0.516
H 3.437708 6.105697 0.578422 0.4 0.3 -0.3 0.398
H -2.163832 -2.574363 0.726672 -0.2 -0.1 -0.1 0.284
H -4.504302 -4.246103 -11.862508 -0.9 0.3 0.2 0.341
H -4.629952 -2.956953 -9.216648 -0.4 -0.2 0.0 0.282
O -4.645442 -2.098013 -11.462778 -0.5 -1.2 -0.1 -0.502
H -4.253952 -5.682913 -9.729368 -0.2 -0.5 0.2 0.301
H -8.222102 -6.255913 0.895012 0.0 1.1 -0.5 0.309
C 4.752768 2.788697 -5.920208 0.4 0.6 0.1 -1.402
C -6.214642 -6.419883 0.176432 0.7 -0.4 0.4 -0.127
N 6.390338 2.721947 4.793622 -1.7 -1.1 -0.3 -0.658
O 2.538188 4.718847 1.698122 -0.3 -2.4 -1.1 -0.337
H 3.057318 1.400067 4.240632 -0.2 0.1 0.2 0.138
H -6.072792 -5.417563 -0.227718 0.0 0.4 0.5 0.224
H 7.184948 2.116317 2.488692 -0.1 0.1 0.2 0.410
O -5.830712 -6.633053 1.531112 0.6 0.6 0.1 -0.517
H 4.559648 8.337947 3.638692 -0.1 -0.3 0.0 0.342
H -7.992392 -7.618563 -1.504128 -0.2 0.1 -0.5 0.318
H 0.190578 -2.837143 -1.881778 0.0 0.0 0.1 0.270
O -4.765122 -5.012583 -9.270068 1.1 1.2 -0.8 -0.495
C -4.962892 -0.157723 6.897992 0.5 0.1 -0.7 -0.759
H 5.467218 6.887217 3.062022 0.5 0.5 0.0 0.323
H 2.813098 0.812737 -4.799118 -0.5 0.5 -0.6 0.381
H 3.973508 2.727507 -6.679878 0.3 -0.6 -0.3 0.310
C -2.270292 -2.081893 -2.007458 1.4 0.3 -0.3 -0.701
N -0.131092 -3.150603 -2.786408 0.1 0.7 -0.5 -0.651
C -4.085302 -3.788353 -9.664098 -1.6 1.0 -1.1 -0.398
H 5.750178 2.899977 5.554282 0.3 0.4 0.6 0.249
H -6.805852 2.768957 7.946982 0.3 0.4 -1.4 0.400
H -5.520752 -7.033483 -0.398128 -0.6 -0.4 -0.7 0.277
N 5.025318 2.931757 -3.449368 -0.3 0.6 0.4 -0.640
H 6.522428 0.527627 2.256922 -0.1 -0.2 0.1 0.414
H 3.171988 -0.367503 4.157212 -0.2 0.0 -0.4 0.315
C 6.839588 1.232657 3.025322 -0.4 -0.1 -0.6 -1.655
H 2.519488 7.258057 2.704522 -0.1 -0.2 -0.6 0.364
C -1.995052 -2.934203 -4.474508 0.4 0.6 1.3 -1.480
H 5.396918 -1.566153 -5.435788 -0.2 -0.3 -0.3 0.269
C -6.380942 1.766167 7.902842 0.4 0.2 0.0 -1.338
H -7.291962 1.167707 7.900852 0.2 -0.6 0.6 0.320
H -5.767312 -0.807183 6.552722 -0.4 -0.3 0.7 0.285
H -5.293382 -2.191403 -12.164948 -0.2 0.3 0.0 0.303
H 5.369478 -0.596333 4.197802 -0.5 0.1 -0.6 0.368
H 3.298108 3.182407 -4.574628 -0.4 -0.4 0.8 0.299
H 6.284528 0.039587 5.457292 0.1 0.4 0.3 0.316
```
Positions in Å, forces in eV/Å.

Values from the calculation:
* ΔE to the lowest compared entry with this formula, charge and spin: 111.8 kcal/mol
* charge: 0
* E_tot: -51844.20953 eV
* gap between HOMO and LUMO: 9.27 eV
* structure (SMILES): COC[C@H](C)N.COC[C@H](C)N.COC[C@H](C)N.COC[C@H](C)N.COC[C@H](C)N.OCCO.OCCO

Entry 2:
Molecular formula: C24H68O10
Method: DFT, ωB97M-V with the def2-TZVPD basis set

Structure (XYZ):
```
102
Properties=species:S:1:pos:R:3:forces:R:3:mulliken_charge:R:1
H 2.458283 4.499034 -24.938863 -0.7 0.0 0.1 0.128
H -0.142794 10.875095 -25.872575 0.0 -0.3 0.0 0.188
O -1.962412 8.841757 -27.910261 -2.0 0.1 -0.2 -0.606
O 1.447174 3.945912 -26.636538 -1.5 1.1 -0.7 -0.562
C 6.893922 14.011284 -26.522897 0.3 0.8 0.3 -1.576
H 2.254015 12.342485 -30.220862 -0.4 -0.2 -0.1 0.423
C 3.284210 12.388547 -29.867749 -2.4 -0.2 0.5 -0.869
H 6.892691 14.270314 -25.464123 0.8 -0.3 0.2 0.349
H -0.929638 8.612955 -26.147850 0.1 -0.5 0.0 0.057
H 6.974999 6.691795 -25.497803 0.0 0.1 0.5 0.409
O 6.105889 7.601314 -24.068682 0.8 0.9 1.6 -0.545
C 2.630447 6.334979 -29.813396 -0.6 -0.2 -0.7 -0.595
C 3.791114 4.460081 -26.520325 0.9 -0.5 0.4 -0.951
H 5.118905 13.364196 -28.270590 -0.5 -0.5 0.1 0.158
H 3.210276 15.775768 -30.237933 -0.1 0.1 -0.2 0.384
H 7.418275 10.626129 -25.748477 0.0 -0.2 -0.9 0.087
C 0.332552 8.985356 -27.907415 0.2 -0.4 0.5 -0.859
C 4.398894 8.705232 -27.288574 -0.3 -1.2 -0.9 -0.238
C 2.231429 13.002887 -23.729310 0.3 -1.9 0.0 -1.591
H 8.471701 7.114957 -27.881533 0.0 -0.1 0.3 0.362
O 0.523933 9.168888 -22.953756 -0.3 -0.5 0.5 -0.529
O 2.537115 10.756883 -24.803779 0.1 0.8 -0.5 0.076
H 4.253400 3.742619 -27.198302 -0.2 0.0 -0.5 0.538
C 1.087208 7.842818 -22.952269 1.8 0.2 -0.8 0.100
C 4.507312 6.267629 -31.414216 0.3 -0.2 -1.2 -1.314
H 3.019695 14.184071 -28.451797 -0.7 -0.5 -0.2 0.243
C 3.029852 5.912548 -31.236440 1.3 1.7 1.0 0.264
H 2.202852 14.462623 -30.915644 -0.3 0.3 0.3 0.403
C 4.500728 11.751577 -23.902864 0.1 0.9 0.7 -0.920
H 3.844468 12.036366 -30.733876 0.6 0.8 0.2 0.355
H 4.338018 11.386187 -22.888903 0.1 -0.6 0.0 0.373
C 6.595673 8.276132 -22.853996 0.0 -1.5 0.0 -0.747
H 3.298324 5.968884 -29.033646 -0.1 -0.5 -0.2 -0.134
H -0.826244 11.305573 -27.443715 -0.1 0.2 0.0 0.390
H 4.807290 7.284231 -31.159965 -0.3 0.0 0.2 0.296
H 3.799596 14.600644 -31.434600 0.6 -0.2 0.4 0.360
H 8.872462 11.623215 -25.785546 -0.1 0.3 -0.3 0.404
H 0.197063 9.331836 -28.931963 -0.1 0.8 0.2 0.501
H 3.414361 12.527390 -25.503167 -0.5 -0.3 -0.4 -0.092
H 4.744315 6.135018 -32.469841 0.2 0.1 -0.2 0.404
H 5.916491 14.422979 -26.774392 0.0 -0.4 -0.7 0.442
H 4.562489 4.589736 -25.761205 0.1 0.4 0.1 0.403
O 7.712288 6.417684 -26.048141 0.9 -0.7 -0.3 -0.544
C 3.154466 12.044868 -24.560978 0.6 0.4 0.6 0.876
H 3.461778 2.252851 -24.707894 0.4 -0.2 -0.1 0.365
O 4.746399 9.181477 -26.003084 1.1 0.3 -0.6 1.060
C 7.783313 11.650790 -25.818671 -0.7 0.8 1.8 -1.268
H 2.865116 1.791708 -26.324630 -0.2 -0.1 0.1 0.402
H 1.238315 8.244137 -25.125067 -0.3 0.0 0.1 -0.353
H -1.905506 10.851709 -26.098943 0.0 0.2 0.0 0.385
H 3.592349 5.411238 -27.014173 -0.1 -0.1 0.1 -0.193
H 2.410697 6.430604 -31.968814 0.0 0.5 0.1 0.302
C -0.945519 10.655925 -26.576634 -0.9 -0.4 -0.8 -1.357
H 6.764019 6.557114 -27.866184 0.1 -0.4 -0.5 0.120
O 4.910962 13.837673 -29.079402 0.6 1.7 -0.5 -0.576
O 2.847427 4.557775 -31.433189 -0.4 -1.6 0.4 -0.569
H 5.710684 8.254105 -24.651149 -0.3 0.4 -0.3 0.211
H -0.108010 9.162295 -22.231125 -0.1 0.5 0.1 0.299
H 3.950933 7.715671 -27.198073 -0.7 0.1 0.1 -0.348
H 7.547314 8.807607 -22.857073 0.0 0.5 -1.2 0.302
H 3.985862 9.551713 -25.549101 -0.8 0.2 0.0 -0.454
C 7.085532 12.558236 -26.834455 -0.3 -2.2 -0.4 0.984
H 1.927700 6.703412 -24.627232 0.1 0.0 0.1 -0.176
H 3.125014 8.560587 -22.902718 0.0 0.3 0.3 -0.005
C 1.119224 7.408783 -24.435066 0.3 -0.6 1.0 -0.125
H 5.095958 12.650537 -23.742645 -0.1 0.4 -0.2 0.444
H 0.495560 7.925389 -28.102321 0.4 -0.3 0.6 0.326
H 5.221222 8.452119 -27.957773 0.9 0.5 0.7 0.417
H -1.897314 7.890717 -28.023794 -0.2 -0.1 -0.1 0.368
C 2.670027 2.401147 -25.442229 0.8 1.0 1.0 -1.484
H 1.677086 3.580995 -27.494193 0.0 0.0 -0.2 0.355
O 5.762266 12.003026 -27.048530 0.1 0.5 -0.2 -0.151
C 2.576352 3.888600 -25.834146 0.7 -1.1 0.3 0.665
H 1.900402 12.435419 -22.859543 0.1 -0.2 0.3 0.401
H 2.738629 13.867195 -23.300564 -0.1 0.2 -0.6 0.402
H 6.887873 7.470003 -22.181036 -0.6 -0.2 0.1 0.323
C 7.554769 7.045071 -27.296344 -1.2 0.4 0.5 0.122
H 5.159064 11.121793 -24.501268 -0.4 -0.3 0.1 -0.167
C 3.190762 14.728524 -30.539579 -0.4 0.8 -0.1 -1.638
H 5.692935 11.121378 -26.675036 0.0 -0.3 0.0 -0.268
H 7.110015 8.014256 -27.070561 0.5 0.6 -0.5 -0.365
H 5.846398 8.900746 -22.367635 -0.2 -0.1 -0.2 0.222
H 1.599543 6.003247 -29.689702 0.0 0.0 0.6 0.368
H 0.191168 6.842321 -24.512112 -0.1 0.3 -1.0 0.429
H 1.886261 10.604557 -24.114724 -0.3 -0.3 0.3 -0.148
H 7.403087 12.041133 -24.874660 0.5 0.0 0.6 0.272
H 1.163766 9.471282 -27.396469 0.4 -0.3 -0.4 -0.090
C 3.504213 13.844461 -29.367215 2.4 -2.5 -1.0 0.759
H 3.823078 9.362148 -27.940496 -0.5 0.3 0.7 -0.099
H 3.317383 11.594605 -29.121650 0.4 0.2 0.4 -0.165
H 2.520720 8.154226 -21.230470 -0.4 0.8 -0.1 0.424
H 7.701816 12.423621 -27.723375 -0.5 0.4 -0.6 0.360
H 3.002935 4.334604 -32.353845 0.1 0.1 0.0 0.335
C 2.498504 7.910011 -22.292524 -0.3 -0.7 -0.2 -1.093
H 1.759392 2.157694 -24.894903 -0.2 -0.3 -0.5 0.337
H 0.432086 7.102944 -22.492377 0.0 0.4 0.6 0.562
H 2.678080 7.418231 -29.702140 -0.2 0.1 -0.3 0.299
H 3.036366 6.962892 -22.250319 -0.3 -0.4 -0.6 0.384
C -0.927504 9.198099 -27.067475 2.2 0.8 0.2 0.713
H 7.648236 14.550918 -27.095531 -0.1 0.5 0.4 0.346
H 5.167373 5.562433 -30.909121 -0.2 0.0 0.4 0.341
H 1.293104 13.174383 -24.256791 0.3 0.6 -0.2 0.388
```
Positions in Å, forces in eV/Å.

Values from the calculation:
* ΔE to the lowest compared entry with this formula, charge and spin: 104.6 kcal/mol
* charge: 0
* E_tot: -46462.22078 eV
* gap between HOMO and LUMO: 9.88 eV
* structure (SMILES): CC(C)O.CC(C)O.CC(C)O.CC(C)O.CC(C)O.CC(C)O.CC(C)O.CO.CO.CO

Q: Which value of charge does entry 2 give?
A: 0